[1]
C26H43HgN2O5Si2 | ωB97M-V with the def2-TZVPD basis set

Geometry as XYZ:
```
79
C26H43HgN2O5Si2 (ωB97M-V with the def2-TZVPD basis set)
Hg -0.07928 -1.13015 0.66877
C -0.45711 -0.47534 4.38734
O -0.43689 0.27929 3.19138
C -1.29181 1.41426 3.26658
C -1.13263 2.33102 2.07304
O -1.81005 1.73598 0.97504
C -1.83956 2.49321 -0.22423
C -0.69126 2.19799 -1.17750
O 0.57944 2.48022 -0.65573
C 0.94264 3.84254 -0.74157
H -0.16713 0.14618 5.24081
H -1.44780 -0.90003 4.58124
H 0.26375 -1.28217 4.26773
H -2.33700 1.08672 3.30546
H -1.05670 1.96806 4.18364
H -1.59909 3.29516 2.31365
H -0.07406 2.49529 1.85813
H -2.76581 2.21937 -0.73614
H -1.88506 3.56439 0.00802
H -0.69168 1.12651 -1.39306
H -0.85967 2.75202 -2.11174
H 0.28591 4.48767 -0.14623
H 1.95270 3.92073 -0.35120
H 0.92490 4.18697 -1.78188
O 6.54588 3.70620 2.13804
C 5.24254 3.61576 2.49791
O 4.78138 4.44396 3.23642
C 4.46914 2.47896 1.95083
C 3.28900 2.10453 2.60137
C 2.54717 1.03497 2.16274
C 2.93464 0.28380 1.04300
C 4.07719 0.71548 0.34373
C 4.82889 1.77943 0.79820
N 2.21914 -0.84829 0.71643
C 2.84859 -1.80837 0.02980
C 2.27698 -3.06354 -0.23954
C 2.99433 -4.09319 -0.90034
C 2.39780 -5.30572 -1.11381
C 1.08070 -5.50805 -0.66199
C 0.44693 -4.46384 -0.02100
N 1.01367 -3.27796 0.18836
H 6.80781 2.95130 1.60241
H 2.98602 2.67397 3.47117
H 1.65687 0.72604 2.68952
H 4.36383 0.22520 -0.57700
H 5.68967 2.08565 0.21216
H 3.88839 -1.68451 -0.25821
H 4.01235 -3.89828 -1.21411
H 2.92586 -6.10033 -1.62454
H 0.56821 -6.44625 -0.82122
H -0.56865 -4.57200 0.34438
C -3.02312 -0.95376 -3.21782
Si -1.80837 -1.90763 -2.12178
C -2.15516 -3.75342 -2.31049
C -0.09218 -1.60335 -2.85233
C -2.03269 -1.26905 -0.35430
Si -3.38790 -2.04022 0.69798
C -3.01058 -3.77182 1.35474
C -5.01014 -2.13204 -0.27154
C -3.69986 -0.96982 2.22379
H -3.04507 -1.37290 -4.22653
H -2.72548 0.09448 -3.30511
H -4.04087 -0.98128 -2.82339
H -2.18915 -4.02040 -3.36908
H -3.10700 -4.04665 -1.86260
H -1.36501 -4.34617 -1.84948
H -0.09082 -1.87104 -3.91179
H 0.66895 -2.20993 -2.35451
H 0.21275 -0.55646 -2.77746
H -2.28739 -0.20602 -0.43249
H -2.95222 -4.51593 0.55755
H -3.80291 -4.08125 2.03994
H -2.06952 -3.78796 1.91059
H -4.90359 -2.72268 -1.18366
H -5.35708 -1.13606 -0.55655
H -5.79234 -2.59227 0.33637
H -2.87368 -1.06764 2.93260
H -4.61678 -1.27873 2.73102
H -3.79615 0.08547 1.95872
```

Energy relative to the best compared isomer or geometry (same formula, charge and spin) ... 0.3159 eV
Kohn-Sham gap (spin up / spin down) ... 6.42 / 7.88 eV
Expectation value of S² ... 0.771
Multiplicity ... 2

=====

[2]
C4H6NO | ωB97M-V with the def2-TZVPD basis set

Geometry as XYZ:
```
12
C4H6NO (ωB97M-V with the def2-TZVPD basis set)
C -0.14673 -1.33017 -0.43971
C 2.07832 0.68831 -0.25599
C 0.91647 -0.38943 -0.08295
C -1.85531 0.31816 0.48313
N -0.66167 -0.30636 0.08828
O 1.83009 -0.14025 0.82933
H -0.42434 -2.24471 -1.12963
H 2.82155 0.39360 -1.00674
H 1.73829 1.62452 -0.32562
H -1.99388 1.23083 -0.07739
H -1.66264 0.46491 1.56110
H -2.64014 -0.30942 0.35619
```

Energy relative to the best compared isomer or geometry (same formula, charge and spin) ... 4.5359 eV
Kohn-Sham gap ... 10.40 eV
SMILES ... C[N+]1=C[C@@]12CO2
Charge ... +1

=====

[3]
C35H45CrGe2N4O5 | ωB97M-V with the def2-TZVPD basis set

Geometry as XYZ:
```
92
C35H45CrGe2N4O5 (ωB97M-V with the def2-TZVPD basis set)
Cr 1.31371 -0.04959 -0.45816
O 1.66402 -1.67530 -1.33128
C 2.46949 -1.74316 -2.38132
C 2.21263 -2.69586 -3.38082
C 3.02790 -2.80473 -4.48465
C 4.15384 -1.99009 -4.63416
C 4.45605 -1.09089 -3.64035
C 3.63055 -0.94325 -2.51700
C 4.07193 -0.14964 -1.39770
N 3.26126 0.20921 -0.47944
N 3.75644 0.62181 0.75087
C 2.91325 0.22728 1.66211
O 1.81578 -0.43523 1.38725
C 3.16869 0.61599 3.06871
C 2.29455 0.20010 4.06569
C 2.48244 0.61826 5.37579
C 3.54172 1.45541 5.69343
C 4.42152 1.86890 4.69854
C 4.23737 1.45254 3.39039
H 1.35092 -3.33798 -3.25666
H 2.79245 -3.53892 -5.24505
H 4.78761 -2.08388 -5.50472
H 5.34725 -0.47779 -3.70987
H 5.13007 0.05470 -1.25083
H 1.47090 -0.44804 3.80195
H 1.80005 0.28944 6.14909
H 3.68489 1.78456 6.71467
H 5.25249 2.51677 4.94613
H 4.91300 1.76428 2.60572
C -3.00854 2.73431 0.25980
C -1.97656 1.89956 -0.49850
Ge -1.58607 0.20563 0.44014
C -1.06225 0.45545 2.32342
C -1.06456 -0.86503 3.08717
C -3.29437 -0.74263 0.38340
C -3.24951 -1.65571 -0.60160
Ge -1.34485 -1.81569 -1.10623
C -1.11589 -1.65232 -3.04243
C -2.07490 -0.61970 -3.63119
C -0.59471 -3.36428 -0.15701
C -1.16872 -4.70879 -0.60356
C -4.39601 -2.39704 -1.16674
C -5.71475 -2.03264 -0.88658
C -6.77699 -2.73323 -1.43189
C -6.54608 -3.80806 -2.28183
C -5.24331 -4.17017 -2.58672
C -4.18162 -3.46612 -2.03685
H -3.23754 3.66389 -0.26656
H -2.65577 3.00408 1.25971
H -3.94648 2.19060 0.38487
H -1.07019 2.47282 -0.68003
H -2.35885 1.61285 -1.47972
H -1.83773 1.12007 2.72318
H -0.10870 0.97088 2.41412
H -2.01146 -1.39458 2.96234
H -0.92079 -0.70756 4.15902
H -0.26622 -1.51954 2.73156
H -4.20354 -0.50001 0.93494
H -1.30216 -2.64802 -3.46094
H -0.08971 -1.39014 -3.27344
H -3.11333 -0.82576 -3.36764
H -2.00244 -0.59971 -4.72016
H -1.81872 0.37996 -3.27824
H -0.81249 -3.19384 0.89993
H 0.48580 -3.33907 -0.27841
H -2.24177 -4.77225 -0.41898
H -0.69435 -5.53186 -0.06504
H -1.00368 -4.88619 -1.66979
H -5.90818 -1.18312 -0.24367
H -7.79178 -2.43389 -1.20229
H -7.37806 -4.35120 -2.71080
H -5.05140 -4.99806 -3.25729
H -3.16786 -3.75015 -2.29085
O 0.46231 2.19739 -3.68474
N 1.13874 1.79267 -2.76245
O 2.14341 2.34185 -2.33320
O 0.74818 0.67019 -2.19774
C 1.02690 3.75320 3.24646
C 1.24922 4.12744 1.77518
C 2.65139 4.71971 1.56625
C 0.16147 5.08456 1.27389
C 1.17913 2.89675 0.97931
N 1.14215 1.94110 0.35497
H 1.08939 4.65928 3.85009
H 1.78499 3.04913 3.59502
H 0.04263 3.30664 3.39351
H 2.73589 5.63914 2.14620
H 2.82515 4.94716 0.51481
H 3.41689 4.01966 1.90277
H 0.20680 6.00496 1.85681
H -0.83135 4.64901 1.39315
H 0.31102 5.33155 0.22276
```

Energy relative to the best compared isomer or geometry (same formula, charge and spin) ... 0.4988 eV
Kohn-Sham gap (spin up / spin down) ... 7.89 / 8.12 eV
Expectation value of S² ... 3.781
Multiplicity ... 4

=====

[4]
C29H34Cl42NO3 | ωB97M-V with the def2-TZVPD basis set

Geometry as XYZ:
```
109
C29H34Cl42NO3 (ωB97M-V with the def2-TZVPD basis set)
C -1.61807 3.26846 1.83962
C -0.98691 3.47568 0.34084
C -1.42882 2.34758 -0.76311
C -1.33409 0.79382 -0.25142
C 0.03993 0.40209 0.54926
N 1.05457 -0.38177 -0.25111
C 0.78592 -1.86956 -0.25664
C 1.62264 -2.52941 1.03278
O 0.99959 -2.86840 2.16411
O 3.09528 -2.79407 0.96290
C 1.28967 0.18498 -1.63254
C 2.95044 0.21571 -1.82977
O 3.58411 -0.66029 -2.61523
C 3.71156 1.44169 -0.98387
C 4.15690 1.12911 0.56458
C 4.86407 2.38100 1.39718
C 5.05718 3.82814 0.61080
C 4.61042 4.10236 -0.95862
C 3.90782 2.85912 -1.78774
H -0.69050 3.18001 2.58314
H -2.22680 4.22335 2.21141
H -2.29383 2.32015 1.95568
H 0.20221 3.47067 0.44507
H -1.28062 4.53391 -0.09333
H -0.85616 2.55872 -1.77572
H -2.57716 2.55137 -1.00600
H -2.25314 0.60337 0.45505
H -1.50379 0.10905 -1.21396
H 0.60511 1.29795 1.04599
H -0.29171 -0.30974 1.44862
H 1.33575 -2.30641 -1.22064
H -0.35664 -2.12334 -0.23080
H 0.75639 -0.50120 -2.43338
H 0.94264 1.29248 -1.78470
H 3.94343 0.06302 1.03506
H 5.16264 2.18259 2.51236
H 5.52445 4.70751 1.22528
H 4.71999 5.12183 -1.52346
H 3.52833 2.93953 -2.91057
C -5.30494 4.30648 3.85313
Cl -5.42480 5.83983 2.97340
Cl -5.05698 2.96103 2.72728
Cl -3.99308 4.37247 5.04239
H -6.24475 4.14084 4.38600
C 0.45459 -5.22531 -3.25267
Cl -1.13032 -5.14156 -4.04038
Cl 1.05126 -3.59895 -2.88088
Cl 0.36649 -6.20739 -1.78045
H 1.15707 -5.70057 -3.94209
C 1.23908 -5.81236 3.90122
Cl 2.27382 -6.77445 4.97040
Cl 0.60855 -6.81183 2.58108
Cl -0.08966 -5.07923 4.81590
H 1.84251 -5.01053 3.46811
C 3.30494 7.41421 0.08699
Cl 2.80369 8.01964 -1.50098
Cl 2.25685 8.06342 1.35951
Cl 3.28840 5.64254 0.11090
H 4.32701 7.75160 0.27721
C -1.69650 -2.32226 7.71802
Cl -0.66176 -3.28435 8.78719
Cl -2.32703 -3.32173 6.39788
Cl -3.02525 -1.58913 8.63269
H -1.09307 -1.52043 7.28491
C 4.63411 -1.41678 3.76149
Cl 3.67582 -0.88063 5.15206
Cl 4.80341 -0.10692 2.58043
Cl 6.22613 -1.99032 4.28703
H 4.11000 -2.24735 3.28179
C -6.36793 5.19078 -0.89721
Cl -7.60929 4.30615 0.00604
Cl -6.16241 6.82222 -0.23734
Cl -4.83090 4.30967 -0.86815
H -6.69502 5.27836 -1.93644
C 8.73670 2.14819 0.44361
Cl 7.09546 2.06808 1.10643
Cl 9.73166 3.27582 1.38050
Cl 9.47676 0.53842 0.41849
H 8.67546 2.51508 -0.58415
C -4.36003 -5.82204 -6.51162
Cl -5.50444 -4.46937 -6.50437
Cl -5.19825 -7.34426 -6.85732
Cl -3.07041 -5.53955 -7.69345
H -3.90767 -5.89568 -5.51935
C -5.99107 -5.01781 -2.70677
Cl -6.19388 -5.95890 -1.21927
Cl -6.29068 -3.29852 -2.40094
Cl -4.36870 -5.25692 -3.37789
H -6.72201 -5.36976 -3.43925
C -4.29458 -1.58832 -8.85200
Cl -2.62795 -2.08428 -8.51166
Cl -4.42703 0.17845 -8.86763
Cl -4.84303 -2.26705 -10.39414
H -4.93794 -1.97485 -8.05744
C -5.69058 7.53289 -4.41335
Cl -7.33183 7.45278 -3.75052
Cl -4.69562 8.66052 -3.47645
Cl -4.95053 5.92312 -4.43847
H -5.75182 7.89978 -5.44111
C 8.63510 -4.88667 5.49592
Cl 8.85795 -5.42181 7.17026
Cl 8.95410 -3.14993 5.35020
Cl 9.68506 -5.80591 4.40402
H 7.59616 -5.07105 5.21088
C -3.10171 -4.72560 1.32026
Cl -4.24612 -3.37293 1.32750
Cl -3.93993 -6.24782 0.97455
Cl -1.81209 -4.44311 0.13842
H -2.64935 -4.79924 2.31252
```

Kohn-Sham gap ... 6.46 eV
Charge ... -1